Density functional theory data (ωB97M-V/def2-TZVPD) for a molecular structure, C44H81BN2O29Si2 at a distorted geometry.

Calculated values
LUMO level: 0.382 eV
Electronic energy: -125739.70583 eV
HOMO: -8.2 eV

```
159
Properties=species:S:1:pos:R:3:forces:R:3:mulliken_charge:R:1
Si 4.203062 0.814198 -0.014672 -0.69 -0.35 -0.56 0.09
Si 2.548140 0.646064 2.306300 -0.58 1.01 0.40 0.25
O 3.203929 -7.397262 -1.018228 -0.02 -0.19 -0.03 -0.27
O -6.361634 5.049467 3.290015 -0.17 -0.13 -0.01 -0.39
O -3.846285 1.836412 0.249142 0.12 -0.41 -0.04 -0.42
O 2.276750 -8.841759 0.403649 0.06 0.11 -0.04 -0.36
O 1.398999 5.711282 -4.160105 0.02 -0.05 0.04 -0.48
O -6.679242 -2.502402 2.560580 0.09 -0.09 0.01 -0.37
O -9.471439 0.848371 -3.363250 0.11 0.02 -0.09 -0.35
O -8.162687 -4.044030 1.847326 0.00 0.01 0.00 -0.56
O 1.498875 7.953666 -4.375699 -0.01 -0.09 0.17 -0.37
O 1.406090 -3.501602 3.915176 -0.22 -0.17 -0.01 -0.07
O -5.997104 -4.148220 1.222319 -0.11 0.15 0.01 -0.47
O -7.993677 1.496045 -1.789575 -0.02 0.01 -0.06 -0.43
O 2.034004 -3.022907 -2.586773 -0.11 0.14 0.01 -0.44
O 2.130394 1.921192 6.159076 0.22 0.50 -0.09 -0.54
O -3.376860 0.435664 1.952169 -0.02 0.02 0.19 -0.57
O -7.306171 0.395426 -3.635502 -0.12 -0.06 0.12 -0.26
O 5.947419 1.264298 3.292077 0.05 0.32 0.13 -0.51
O -8.058200 5.339946 1.829006 0.02 0.00 0.00 -0.55
O -7.016455 3.346719 2.006523 0.10 0.09 0.03 -0.33
O 0.022366 -4.316112 2.335013 -0.07 -0.23 -0.04 -0.41
O -4.501795 -0.290471 0.147901 0.00 0.20 0.00 -0.10
O 3.515210 0.205035 5.399272 0.72 -0.02 -0.19 -0.61
O 4.437990 -9.095676 -0.190272 0.03 0.00 0.00 -0.55
O 2.870220 6.923536 -2.950646 -0.03 0.15 -0.16 -0.19
O 2.879785 1.389715 0.840096 0.77 -0.76 0.31 0.14
O 3.954074 3.309458 -1.114091 0.21 0.04 -0.12 -0.53
O 1.126462 -5.704124 3.730511 0.08 0.04 -0.05 -0.35
O 4.245420 -3.443950 -2.742703 -0.17 -0.32 -0.14 -0.09
O 2.817616 -4.501970 -4.092690 0.10 0.09 -0.07 -0.37
N -0.500961 0.286658 -0.313035 -0.36 -0.33 -0.38 -0.27
N 3.991862 -2.005841 0.038203 -0.15 0.46 0.41 -0.28
C 2.941054 -3.598435 -3.088171 0.26 0.36 -0.11 0.40
C -4.925817 -3.177185 1.258677 0.45 -0.32 0.13 1.20
C -4.937902 2.812659 -1.707767 0.13 0.32 0.34 -1.53
C -8.011767 -0.384522 -4.622556 0.10 -0.05 -0.38 0.50
C 4.520347 2.038887 -1.444392 -0.33 0.10 0.81 -1.00
C -0.570986 -0.969499 0.436663 0.30 0.15 -0.56 -0.52
C -3.864068 0.641040 0.882899 0.06 0.15 -0.16 0.37
C 2.232235 -5.496687 4.626376 -0.05 -0.14 0.06 -0.54
C -5.163565 0.398075 -0.937594 0.03 -0.15 -0.04 -0.37
C -8.237423 0.966921 -2.824918 -0.04 0.02 0.01 0.56
C 0.784392 0.035929 2.334057 1.08 -0.31 -0.13 -0.50
C -4.268819 1.598609 -1.116979 -0.25 0.32 -0.41 0.60
C 1.993751 -4.082308 5.097077 0.39 0.09 0.18 0.44
C 1.348570 -7.753176 0.252126 -0.04 -0.10 0.06 -0.26
C 1.478974 -5.695355 -1.245746 0.31 -0.05 0.04 -0.86
C 3.001661 3.761750 -2.064479 0.05 0.07 0.31 -0.57
C 0.774123 -4.490808 3.240711 0.12 0.20 0.05 0.49
C -5.732698 3.869422 3.825696 0.38 0.00 0.10 0.54
C 5.834792 2.988551 1.553425 0.36 0.25 0.68 -1.28
C -7.235927 -0.484116 -5.911057 0.32 0.14 0.13 -1.48
C 3.327483 8.278773 -3.064025 0.05 -0.06 0.21 -0.55
C 4.136263 -4.779279 -4.587548 -0.09 -0.15 -0.01 -0.64
C -3.570904 -3.838897 1.222030 -0.14 -0.32 -0.10 -1.37
C -7.056671 -3.608758 1.873362 0.02 -0.04 -0.01 0.57
C 1.684783 3.009564 -2.030835 -0.32 0.11 -0.28 0.52
C -9.311060 0.379305 -4.710389 -0.16 -0.04 0.05 -0.55
C 0.674613 3.624986 -1.080294 -0.13 -0.22 0.08 -0.92
C 2.701118 1.952095 3.662968 -0.19 -0.47 -0.13 -0.71
C 3.409251 -8.506558 -0.260851 -0.04 0.03 0.01 0.56
C 1.781267 -7.158320 -1.065264 -0.23 0.35 0.08 0.50
C 5.736670 0.461311 1.023797 -0.30 0.79 0.26 -1.11
C 2.343550 10.240245 -4.357418 -0.19 -0.09 -0.29 -1.47
C 2.090149 8.984326 -3.563230 0.14 0.33 -0.15 0.49
C 1.873027 6.756671 -3.858251 -0.02 0.05 -0.08 0.57
C -7.231102 4.648115 2.325284 0.01 0.03 0.00 0.58
C 0.574480 -1.181231 1.410549 -0.80 0.29 0.58 1.10
C 3.226644 -3.332698 5.531828 -0.05 0.29 -0.21 -1.40
C -5.240599 -2.453226 2.541609 -0.13 0.18 0.01 -0.10
C 6.406688 -4.115346 -3.654625 0.00 0.32 0.20 -1.61
C -4.347940 4.161496 4.344356 -0.01 0.37 0.01 -1.49
C 6.263954 1.586754 1.925471 0.41 -0.30 -0.23 0.23
C 3.706610 -0.832024 -0.816545 0.90 0.11 0.16 -0.99
C -5.783370 2.952298 2.630465 -0.13 -0.19 0.01 0.10
C 4.982905 -4.518525 -3.366741 0.45 0.04 -0.09 0.68
B 2.797691 1.330306 5.109374 -0.07 0.38 0.01 0.54
H 7.351967 1.573104 1.852999 0.22 -0.06 -0.03 0.47
H 6.538333 0.176549 0.344764 0.03 -0.13 -0.25 0.65
H 1.484325 -7.064577 1.089368 -0.03 0.09 -0.05 0.10
H -5.211350 -0.233928 -1.820343 0.10 -0.14 0.10 0.26
H 0.324971 -8.117818 0.246660 0.07 -0.18 0.03 0.35
H 1.401667 9.189040 -2.738412 0.03 -0.06 0.04 0.25
H -6.948975 0.505569 -6.268099 -0.11 0.03 -0.01 0.35
H 3.446213 3.794081 -3.059590 0.08 -0.24 -0.19 0.35
H 3.179505 -2.590915 0.162341 0.09 -0.18 -0.21 -0.06
H -9.245159 1.246337 -5.371828 0.08 -0.04 -0.05 0.31
H -1.108669 0.996116 0.066611 0.27 0.16 0.17 0.25
H -3.748391 4.662715 3.583808 -0.01 -0.10 -0.07 0.34
H 1.236175 -4.058378 5.885592 -0.04 -0.06 -0.03 0.23
H -3.849479 3.238153 4.638817 -0.03 -0.04 -0.02 0.37
H -5.343560 2.578993 -2.690818 -0.01 -0.06 0.00 0.31
H -6.319433 -1.054678 -5.763632 -0.04 -0.05 -0.01 0.36
H -6.367675 3.493334 4.633233 -0.05 -0.03 -0.05 0.28
H -4.970278 3.125722 1.925474 0.09 0.07 0.10 -0.05
H 4.350788 -4.088335 -5.406190 0.08 0.03 0.04 0.35
H 6.404087 3.685968 2.167834 0.04 0.19 0.13 0.57
H -4.221262 3.628292 -1.810733 0.03 -0.05 -0.06 0.42
H 1.767796 2.513974 3.607384 -0.13 0.22 -0.06 0.39
H 1.378761 -7.736495 -1.902397 0.01 -0.07 0.04 0.22
H -4.865849 -2.979964 3.422972 0.05 -0.07 -0.06 0.38
H 0.155278 0.884761 2.082907 -0.27 0.05 -0.03 0.48
H 2.972371 -2.325953 5.859513 0.00 0.01 0.04 0.26
H 1.402667 10.690152 -4.672268 0.00 0.02 0.06 0.36
H 2.890174 10.967160 -3.756947 0.00 -0.02 0.04 0.38
H -4.394827 4.822150 5.209958 -0.01 -0.05 0.03 0.39
H 4.960371 -5.373293 -2.684781 -0.10 -0.03 -0.03 0.17
H 2.005009 2.850704 5.905226 -0.43 -0.52 0.27 0.31
H -3.375570 1.337211 -1.691676 0.03 -0.09 0.09 0.32
H 5.595072 2.141898 -1.606825 0.16 0.11 -0.20 0.45
H -0.219645 3.008798 -1.052321 -0.22 -0.07 0.04 -0.02
H 0.374208 4.606781 -1.434417 0.03 0.23 0.04 0.44
H 1.794950 1.952153 -1.800565 0.31 -0.15 0.01 -0.37
H 5.546985 -0.389714 1.663453 -0.07 -0.38 -0.02 0.40
H -5.048545 -2.523789 0.399707 -0.07 0.11 -0.01 -0.16
H 0.274331 -2.009148 2.039023 0.21 -0.34 -0.02 -0.30
H 4.236379 0.136711 4.746195 -0.43 -0.33 0.11 0.28
H 4.788452 3.188846 1.747171 -0.31 -0.13 -0.27 0.14
H 6.953859 -3.952821 -2.726341 0.01 -0.07 0.00 0.38
H -4.886264 -1.427761 2.555157 -0.14 0.08 -0.01 -0.08
H 4.319600 -0.915786 -1.717028 -0.03 0.02 -0.31 0.73
H 6.529900 1.818243 3.834587 -0.35 -0.22 -0.04 0.32
H 6.439107 -3.182581 -4.219326 -0.06 -0.05 -0.09 0.35
H -5.806502 1.899500 2.904052 -0.18 -0.01 -0.09 0.23
H -7.831774 -0.980484 -6.676470 -0.04 -0.02 0.02 0.40
H 6.915414 -4.894104 -4.222060 -0.03 -0.04 0.01 0.41
H 1.049037 3.697302 -0.063043 0.17 0.06 0.14 0.16
H -1.516261 -1.004510 0.963111 -0.22 0.08 0.21 -0.23
H 1.472748 -1.494974 0.882168 0.17 0.14 -0.12 -0.93
H 3.715866 -3.852893 6.355829 -0.04 -0.04 0.00 0.42
H -2.780591 -3.101653 1.361026 -0.02 0.04 0.00 0.16
H 2.217613 -6.228597 5.429642 -0.17 -0.07 -0.08 0.33
H 1.817919 -5.362338 -2.219042 -0.23 -0.20 0.01 0.01
H 1.995236 -5.095436 -0.494399 -0.09 -0.04 0.10 0.16
H 3.929597 -3.233598 4.703148 0.01 -0.11 -0.01 0.30
H 4.076293 1.659669 -2.362737 0.00 -0.19 -0.19 0.67
H -8.175125 -1.379432 -4.199360 -0.06 0.02 0.04 0.27
H 4.760510 -2.535703 -0.338715 -0.20 -0.26 -0.07 0.23
H -10.155748 -0.238149 -5.004079 -0.07 0.03 0.18 0.32
H 2.684361 -0.806121 -1.178985 -0.28 -0.07 0.00 0.42
H -6.172427 0.655659 -0.622047 0.01 0.12 -0.01 0.36
H 0.596343 -0.250072 3.367355 -0.22 0.06 0.20 0.42
H 3.159203 -5.597920 4.057117 0.04 0.08 0.04 0.32
H 0.408487 -5.506561 -1.172444 -0.01 -0.02 0.01 0.43
H 2.915739 10.019110 -5.258942 0.09 -0.04 0.06 0.35
H 6.098342 3.223673 0.532141 -0.16 -0.02 -0.38 0.25
H -3.487525 -4.599477 1.999215 0.00 0.08 0.09 0.41
H -3.413649 -4.336736 0.264977 0.03 0.06 -0.02 0.42
H 3.674453 8.646952 -2.101833 -0.04 -0.17 0.07 0.34
H -5.747291 3.162307 -1.066331 -0.10 -0.13 -0.04 0.27
H 1.256909 3.065054 -3.027682 -0.07 -0.10 -0.25 0.52
H 0.447516 0.626334 -0.395142 -0.05 0.20 0.08 -0.04
H 4.203413 -5.802538 -4.947878 -0.18 -0.03 0.06 0.33
H 3.501498 2.657721 3.465761 0.29 -0.01 -0.07 0.34
H 3.482431 -0.475109 2.540683 0.01 -0.03 -0.07 -0.23
H -0.578502 -1.799165 -0.269622 -0.03 -0.16 -0.11 0.33
H 2.785943 4.789539 -1.804788 0.12 0.27 0.11 0.20
H 4.149573 8.307212 -3.783087 -0.05 0.08 -0.06 0.30
```
Forces are in eV/Å.